Here is C39H44ClHfN2O7PS2 as an isolated structure at a distorted geometry from the Open Molecules 2025 dataset. Energies are from the ωB97M-V functional and the def2-TZVPD basis.

## Properties
- Energy relative to the best compared isomer or geometry (same formula, charge and spin): 14.3 kcal per mole
- Maximum force: 2.35 eV/Å
- Net charge: +2

The geometry in XYZ format:
```
97
Properties=species:S:1:pos:R:3:lowdin_charge:R:1
Hf 0.236 -0.188 -0.961 1.754
Cl 2.875 5.885 2.572 0.753
C 2.596 4.653 1.412 -0.678
C 3.641 3.967 0.819 -0.074
C 3.449 2.808 0.134 0.009
C 2.132 2.315 -0.093 -0.322
O 1.899 1.135 -0.604 -0.222
C 1.059 3.093 0.399 -0.142
C -0.267 2.856 -0.027 -0.027
N -0.744 1.856 -0.735 -0.006
C -1.942 2.104 -1.402 -0.219
C -2.436 3.347 -1.710 0.032
C -3.757 3.466 -2.218 -0.033
C -4.447 2.372 -2.555 -0.035
C -3.933 1.091 -2.376 -0.117
C -4.670 -0.102 -2.731 0.044
C -4.109 -1.285 -2.442 -0.036
C -2.826 -1.344 -1.896 -0.127
N -2.091 -0.275 -1.635 0.031
C -2.644 0.957 -1.803 -0.164
C 1.312 4.248 1.178 -0.048
H 4.640 4.281 0.893 0.111
H 4.226 2.297 -0.419 0.116
H -1.012 3.646 0.137 0.135
H -1.793 4.212 -1.533 0.128
H -4.186 4.420 -2.345 0.111
H -5.483 2.467 -2.911 0.139
H -5.668 -0.057 -3.148 0.135
H -4.584 -2.276 -2.557 0.136
H -2.367 -2.308 -1.615 0.108
H 0.467 4.740 1.633 0.128
C 1.343 -2.382 -4.697 0.015
C 0.328 -1.456 -4.081 -0.497
C -0.943 -1.313 -4.923 0.025
O 0.052 -1.891 -2.705 -0.131
C 0.879 -0.101 -3.986 -0.607
O 1.285 0.470 -4.971 0.137
O 0.772 0.450 -2.816 -0.130
H 0.820 -3.243 -5.165 0.115
H 2.121 -2.660 -3.998 0.064
H 1.808 -1.744 -5.468 0.114
H -1.473 -2.259 -4.987 0.097
H -0.601 -1.149 -5.927 0.101
H -1.587 -0.497 -4.586 0.098
H -0.011 -2.882 -2.616 0.153
O 0.358 0.043 1.319 -0.596
S 1.583 0.217 2.229 1.061
C 1.660 -1.287 3.218 -0.302
C 1.657 -2.599 2.394 -0.226
C 0.464 -3.502 2.745 -0.205
C -0.895 -2.793 2.569 -0.310
S -1.542 -2.828 0.897 1.087
O -0.581 -2.135 -0.101 -0.624
C -2.979 -1.821 1.149 -0.409
C -4.186 -2.534 1.165 -0.074
C -5.354 -1.837 1.434 -0.059
C -5.297 -0.483 1.606 -0.052
C -4.111 0.256 1.531 -0.027
C -2.921 -0.437 1.329 -0.077
C 1.120 1.420 3.434 -0.382
C -0.119 1.436 4.087 -0.062
C -0.314 2.418 5.008 -0.068
C 0.658 3.375 5.229 -0.043
C 1.833 3.415 4.496 -0.069
C 2.083 2.384 3.604 -0.097
H 0.829 -1.213 3.976 0.107
H 2.563 -1.140 3.845 0.116
H 2.547 -3.185 2.721 0.127
H 1.771 -2.397 1.309 0.070
H 0.587 -3.701 3.825 0.131
H 0.508 -4.495 2.296 0.122
H -0.749 -1.725 2.891 0.085
H -1.653 -3.240 3.206 0.112
H -4.192 -3.618 1.072 0.119
H -6.257 -2.451 1.554 0.132
H -6.237 -0.020 1.781 0.110
H -4.079 1.334 1.626 0.119
H -2.002 0.092 1.209 0.074
H -0.901 0.709 3.897 0.114
H -1.221 2.360 5.645 0.135
H 0.462 4.130 5.990 0.126
H 2.549 4.193 4.746 0.095
H 3.014 2.281 3.068 0.111
C 3.642 -3.378 -0.798 -0.132
P 3.402 -1.642 -0.983 0.619
C 4.487 -0.900 0.184 -0.150
C 3.952 -1.022 -2.549 -0.118
O 1.913 -1.420 -0.768 -0.473
H 4.697 -3.625 -1.008 0.088
H 2.965 -3.951 -1.437 0.076
H 3.427 -3.571 0.230 0.038
H 4.286 -1.167 1.214 0.054
H 4.508 0.211 0.067 0.062
H 5.499 -1.292 -0.023 0.087
H 5.038 -0.873 -2.530 0.083
H 3.449 -0.056 -2.773 0.086
H 3.708 -1.659 -3.360 0.033
```


Here is an isolated ion of composition C2H5N4O and charge +1 at a distorted geometry from the Open Molecules 2025 dataset. Energies are from the ωB97M-V functional and the def2-TZVPD basis.

## Properties
- Energy relative to the best compared isomer or geometry (same formula, charge and spin): 114.2 kcal per mole
- Maximum force: 3.74 eV/Å
- Net charge: +1

The geometry in XYZ format:
```
12
Properties=species:S:1:pos:R:3:lowdin_charge:R:1
C 0.071 -1.171 0.035 -0.095
C 1.610 0.528 -0.427 -0.097
N -0.916 -0.497 -0.269 0.078
N -1.877 0.081 -0.674 0.036
N 1.394 -0.833 -0.142 0.048
N -2.573 0.811 0.126 0.102
O 2.841 0.753 -0.087 0.027
H -0.155 -2.086 0.582 0.167
H 2.063 -1.562 0.039 0.151
H -2.169 0.909 1.114 0.167
H -3.514 1.345 -0.158 0.217
H 3.227 1.723 -0.141 0.198
```


Here is a 2-piece molecular cluster, C3H5NO2 overall at a distorted geometry from the Open Molecules 2025 dataset. Energies are from the ωB97M-V functional and the def2-TZVPD basis.

## Properties
- Energy relative to the best compared isomer or geometry (same formula, charge and spin): 109.5 kcal per mole
- Maximum force: 2.89 eV/Å

The geometry in XYZ format:
```
11
Properties=species:S:1:pos:R:3:lowdin_charge:R:1
C 2.113 -0.596 0.248 0.006
C 2.615 0.320 -0.516 -0.258
O 3.077 1.049 -1.320 0.148
H 1.148 -0.533 0.723 0.039
H 2.572 -1.544 0.299 0.053
C -2.006 0.435 0.469 -0.099
N -1.482 -0.588 -0.476 -0.135
O -1.633 -0.485 -1.645 0.006
H -1.184 0.560 1.103 0.028
H -2.291 1.474 0.150 0.088
H -2.930 -0.092 0.965 0.124
```